1.
Entry from the Open Molecules 2025 dataset: a molecular structure, C23H30BF4NORuS3 (ωB97M-V/def2-TZVPD).

Expectation value of S²: 6.05
HOMO level (alpha / beta), eV: -14.57 / -15.06
HOMO-LUMO gap (alpha / beta), eV: 7.8 / 5.4
Spin multiplicity: 5
Total charge: +2

Positions of all 64 atoms, in Å:
Ru (-0.17, 0.05, -0.09)
S (2.81, -1.58, 0.75)
S (-2.60, -2.82, -2.57)
S (0.45, 1.58, 1.68)
F (-0.81, 1.91, -1.08)
F (-2.37, 1.06, 0.34)
F (-2.81, 3.06, -0.77)
F (-2.80, 1.05, -1.94)
O (1.99, -0.53, -0.01)
N (-0.93, -1.06, -1.67)
C (-1.96, -1.69, -3.67)
C (-1.05, -0.77, -3.00)
C (-0.85, 2.66, 2.30)
C (-0.72, 0.42, -5.03)
C (-1.46, -2.95, 2.78)
C (4.89, -2.25, -0.84)
C (4.54, -1.27, 0.28)
C (1.19, 0.98, 3.19)
C (4.15, -3.54, -0.51)
C (-0.79, -1.85, 2.24)
C (-1.30, 2.33, -6.48)
C (-2.35, -3.54, 0.63)
C (0.71, 0.90, -6.97)
C (-1.67, -2.44, 0.08)
C (-0.44, 0.26, -3.69)
C (-0.88, -1.58, 0.89)
C (-1.62, -0.53, -5.69)
C (-2.25, -3.79, 1.98)
C (-1.68, -2.08, -1.29)
C (-2.23, -1.56, -5.03)
C (0.73, 2.48, -5.02)
C (-0.14, 1.53, -5.85)
C (2.71, -3.11, -0.22)
B (-2.31, 1.81, -0.89)
H (-1.81, -0.41, -6.75)
H (1.83, 0.14, 2.95)
H (0.17, 2.95, -4.22)
H (1.13, 1.71, -7.58)
H (1.54, 0.31, -6.57)
H (0.12, 0.26, -7.63)
H (-1.92, 1.73, -7.14)
H (-1.94, 2.77, -5.71)
H (-2.77, -4.62, 2.42)
H (1.10, 3.27, -5.67)
H (2.11, -3.84, 0.33)
H (-0.20, -1.22, 2.89)
H (1.80, 1.79, 3.60)
H (-2.96, -4.18, 0.00)
H (5.97, -2.40, -0.89)
H (5.12, -1.46, 1.19)
H (4.18, -4.26, -1.32)
H (-0.37, 3.43, 2.90)
H (4.61, -0.22, 0.03)
H (-1.39, -3.15, 3.84)
H (-0.88, 3.14, -7.07)
H (-2.90, -2.24, -5.55)
H (4.58, -4.02, 0.38)
H (-1.57, 2.10, 2.88)
H (4.56, -1.85, -1.80)
H (2.19, -2.81, -1.13)
H (0.20, 0.94, -3.16)
H (1.60, 1.97, -4.60)
H (-1.34, 3.13, 1.44)
H (0.43, 0.69, 3.91)

Löwdin population analysis, charges in e, atoms 1 to 2: Ru 1.319; S 0.997

2.
Entry from the Open Molecules 2025 dataset: 10 unconnected molecules or ions with the total composition C27H67Br4N3O11 at a distorted geometry (ωB97M-V/def2-TZVPD).

HOMO level, eV: -9.59
SMILES string: C[N+](=O)[O-].C[N+](=O)[O-].C[N+](=O)[O-].BrCCBr.BrCCBr.CCOCC.CCOCC.CCOCC.CCOCC.CCOCC
HOMO-LUMO gap, eV: 9.3
Spin multiplicity: 1

Positions of all 112 atoms, in Å:
Br (7.99, 21.16, -17.90)
Br (6.65, 15.12, -17.44)
Br (7.12, 17.28, -20.64)
Br (5.67, 11.59, -17.27)
O (8.96, 8.34, -16.15)
O (8.31, 13.25, -21.94)
O (2.74, 16.64, -18.78)
O (11.09, 15.02, -15.94)
O (3.72, 14.16, -21.35)
O (7.44, 18.91, -13.92)
O (3.10, 14.62, -23.39)
O (11.47, 10.99, -19.26)
O (0.94, 15.83, -17.90)
O (3.31, 9.08, -19.52)
O (10.71, 17.00, -17.00)
N (3.41, 14.97, -22.24)
N (10.43, 16.08, -16.14)
N (2.13, 16.03, -17.95)
C (6.21, 14.05, -18.98)
C (10.29, 10.40, -16.28)
C (6.51, 12.52, -18.91)
C (8.21, 12.23, -22.89)
C (12.93, 11.00, -18.83)
C (6.10, 18.50, -13.84)
C (9.77, 9.71, -20.60)
C (11.24, 9.89, -20.19)
C (6.71, 11.96, -23.06)
C (3.51, 16.45, -21.91)
C (7.89, 7.31, -17.93)
C (4.20, 7.05, -18.70)
C (2.91, 15.59, -16.76)
C (9.43, 9.52, -15.44)
C (3.96, 7.91, -19.90)
C (7.94, 19.04, -20.05)
C (9.13, 20.44, -14.58)
C (7.97, 8.63, -17.12)
C (2.91, 9.86, -20.61)
C (7.88, 19.24, -18.48)
C (5.52, 18.15, -15.17)
C (7.61, 20.23, -14.45)
C (2.78, 11.25, -20.05)
C (9.80, 13.81, -20.11)
C (9.74, 13.56, -21.63)
C (9.18, 16.29, -15.32)
C (13.37, 12.44, -18.82)
H (6.16, 17.60, -15.86)
H (3.41, 7.17, -20.49)
H (8.35, 9.40, -17.78)
H (2.48, 16.00, -15.85)
H (14.27, 12.61, -18.23)
H (12.64, 13.12, -18.37)
H (8.40, 15.62, -15.68)
H (6.94, 18.88, -18.05)
H (6.11, 12.78, -23.47)
H (3.59, 9.81, -21.46)
H (7.58, 12.33, -18.84)
H (8.79, 6.73, -18.14)
H (4.82, 7.55, -17.95)
H (9.68, 19.65, -15.09)
H (4.53, 6.04, -18.94)
H (6.25, 17.59, -13.25)
H (6.23, 12.07, -19.86)
H (9.30, 16.27, -14.23)
H (4.12, 16.82, -22.73)
H (2.10, 11.17, -19.20)
H (8.78, 18.82, -18.03)
H (9.10, 14.55, -19.73)
H (3.27, 6.88, -18.15)
H (2.70, 14.52, -16.73)
H (7.31, 21.03, -13.77)
H (6.29, 11.68, -22.10)
H (9.13, 10.52, -20.26)
H (4.18, 16.45, -21.05)
H (8.66, 11.35, -22.43)
H (9.36, 8.75, -20.27)
H (9.41, 12.88, -19.69)
H (9.60, 20.59, -13.61)
H (13.61, 12.87, -19.79)
H (5.13, 14.13, -19.08)
H (4.69, 17.54, -14.82)
H (9.91, 9.23, -14.50)
H (7.44, 7.54, -18.90)
H (9.70, 11.00, -16.97)
H (3.74, 11.69, -19.78)
H (13.18, 10.47, -17.91)
H (6.63, 11.01, -23.59)
H (10.77, 13.98, -19.65)
H (6.94, 8.92, -16.88)
H (9.38, 21.37, -15.10)
H (5.43, 19.03, -13.17)
H (8.83, 17.32, -15.42)
H (8.99, 19.11, -20.31)
H (8.68, 10.20, -15.06)
H (7.28, 6.61, -17.37)
H (10.41, 12.76, -21.94)
H (10.89, 11.17, -15.80)
H (1.90, 9.66, -20.95)
H (11.55, 8.97, -19.70)
H (3.98, 15.67, -16.95)
H (2.51, 16.85, -21.76)
H (4.88, 7.94, -20.47)
H (13.39, 10.52, -19.70)
H (7.12, 20.24, -15.42)
H (6.87, 14.50, -19.72)
H (5.09, 19.01, -15.69)
H (11.83, 10.09, -21.08)
H (2.29, 11.95, -20.73)
H (7.46, 19.88, -20.55)
H (9.61, 9.64, -21.68)
H (10.91, 9.80, -16.94)
H (8.80, 12.36, -23.80)
H (10.22, 14.41, -22.10)

Löwdin population analysis, charges in e, atoms 1 to 2: Br 0.626; Br 0.719

3.
Entry from the Open Molecules 2025 dataset: a single C4H7NO2 molecule at a distorted geometry (ωB97M-V/def2-TZVPD).

HOMO level, eV: -9.89
SMILES string: NC(=O)C1(O)CC1
HOMO-LUMO gap, eV: 10.7
Spin multiplicity: 1

Positions of all 14 atoms, in Å:
O (-1.94, -0.02, -0.86)
O (0.85, 0.27, 1.37)
N (-1.75, 0.01, 1.39)
C (0.89, -0.86, -0.93)
C (-1.25, 0.02, 0.14)
C (0.25, 0.03, 0.08)
C (0.88, 0.69, -1.11)
H (0.22, 1.14, -1.83)
H (-1.13, 0.08, 2.18)
H (-2.75, 0.01, 1.52)
H (1.83, 1.19, -0.99)
H (0.24, -1.48, -1.53)
H (1.80, 0.22, 1.27)
H (1.86, -1.30, -0.70)

Löwdin population analysis, charges in e, atoms 1 to 2: O 0.065; O -0.002

4.
Entry from the Open Molecules 2025 dataset: a single C6H12O molecule (ωB97M-V/def2-TZVPD).

HOMO level, eV: -10.15
SMILES string: CC1(O)CCCC1
HOMO-LUMO gap, eV: 11.1
Spin multiplicity: 1

Positions of all 19 atoms, in Å:
O (1.00, -0.19, 1.55)
C (0.66, -0.23, 0.16)
C (0.16, 1.16, -0.28)
C (-0.60, -1.12, 0.07)
C (-1.81, -0.17, -0.01)
C (1.84, -0.74, -0.65)
C (-1.26, 1.22, 0.30)
H (-2.63, -0.46, 0.66)
H (-1.86, 2.03, -0.13)
H (-1.20, 1.38, 1.38)
H (-0.55, -1.79, -0.80)
H (2.68, -0.03, -0.60)
H (1.74, 0.43, 1.65)
H (0.13, 1.21, -1.38)
H (-0.63, -1.75, 0.97)
H (2.19, -1.70, -0.26)
H (-2.23, -0.18, -1.03)
H (1.58, -0.87, -1.70)
H (0.82, 1.96, 0.07)

Löwdin population analysis, charges in e, atoms 1 to 2: O -0.024; C -0.582

5.
Entry from the Open Molecules 2025 dataset: 2 unconnected molecules or ions with the total composition C5H10S at a distorted geometry (ωB97M-V/def2-TZVPD).

HOMO level, eV: -7.66
HOMO-LUMO gap, eV: 8.3
Spin multiplicity: 1

Positions of all 16 atoms, in Å:
S (2.78, -0.37, 0.62)
C (-0.42, 0.72, 0.02)
C (-1.59, 0.13, 0.06)
C (0.34, 1.92, -0.13)
C (-1.88, -1.25, 0.47)
C (1.27, -0.91, -0.15)
H (-2.53, -1.37, 1.41)
H (1.28, -0.80, -1.23)
H (3.64, -0.26, -0.49)
H (1.35, 1.97, 0.36)
H (-2.38, -1.73, -0.45)
H (-0.90, -1.77, 0.52)
H (-2.48, 0.72, -0.42)
H (0.78, 2.05, -1.12)
H (0.89, -1.84, 0.31)
H (-0.14, 2.79, 0.22)

Löwdin population analysis, charges in e, atoms 1 to 2: S 0.625; C -0.113

6.
Entry from the Open Molecules 2025 dataset: 7 unconnected molecules or ions with the total composition H14O7 at a distorted geometry (ωB97M-V/def2-TZVPD).

HOMO level, eV: -11.22
SMILES string: O.O.O.O.O.O.O
HOMO-LUMO gap, eV: 11.8
Spin multiplicity: 1

Positions of all 21 atoms, in Å:
O (3.54, -0.72, -0.02)
O (-2.12, 0.29, 1.68)
O (1.22, -2.07, 0.23)
O (2.43, 1.90, -0.22)
O (-1.48, -0.25, -1.64)
O (0.12, 0.40, 0.20)
O (-3.99, -0.27, -0.26)
H (-3.22, -0.47, -0.90)
H (-2.77, 0.28, 0.95)
H (2.09, -1.75, -0.04)
H (0.59, -0.48, 0.09)
H (4.02, -0.80, 0.80)
H (2.59, 2.70, -0.72)
H (-4.35, 0.58, -0.66)
H (-2.15, 1.25, 1.82)
H (1.14, -1.94, 1.16)
H (1.53, 1.59, -0.43)
H (-0.82, -0.85, -1.91)
H (-0.94, 0.18, -0.98)
H (-0.64, 0.22, 0.83)
H (3.19, 0.19, 0.02)

Löwdin population analysis, charges in e, atoms 1 to 2: O -0.041; O -0.060

7.
Entry from the Open Molecules 2025 dataset: a single C10H11NO molecule at a distorted geometry (ωB97M-V/def2-TZVPD).

HOMO level, eV: -7.61
SMILES string: OC[C@@]12C[C@@H]1Nc1ccccc12
HOMO-LUMO gap, eV: 8.5
Spin multiplicity: 1

Positions of all 23 atoms, in Å:
O (-2.73, 0.44, 1.30)
N (0.75, -1.73, -0.58)
C (0.97, 1.35, -2.59)
C (0.33, -1.89, 0.80)
C (0.91, -0.87, 1.74)
C (-0.37, -0.41, 1.10)
C (-1.67, -0.28, 1.93)
C (0.19, 2.13, -1.74)
C (0.70, -0.46, -1.04)
C (-0.28, 1.63, -0.55)
C (-0.07, 0.36, -0.13)
C (1.22, 0.04, -2.23)
H (-0.11, -2.89, 1.06)
H (0.83, -1.05, 2.73)
H (-0.87, 2.33, 0.06)
H (1.41, -2.53, -0.88)
H (-1.39, 0.12, 2.92)
H (-2.47, 0.96, 0.49)
H (1.76, -0.51, -2.92)
H (-0.08, 3.15, -1.69)
H (-2.06, -1.28, 2.18)
H (1.28, 1.70, -3.53)
H (1.75, -0.29, 1.55)

Löwdin population analysis, charges in e, atoms 1 to 2: O -0.072; N 0.029

8.
Entry from the Open Molecules 2025 dataset: a single C23H31N3 molecule (ωB97M-V/def2-TZVPD).

HOMO level, eV: -7.72
SMILES string: c1ccc(CCN2CCC(N3CCN(c4ccccc4)CC3)CC2)cc1
HOMO-LUMO gap, eV: 8.6
Spin multiplicity: 1

Positions of all 57 atoms, in Å:
N (3.98, 2.19, -0.56)
N (-2.21, -1.26, 0.12)
N (1.48, 0.86, -0.21)
C (-3.58, -1.73, 0.16)
C (-7.69, -4.44, 1.02)
C (3.19, 2.41, 0.63)
C (5.88, 3.41, 0.38)
C (7.10, 4.03, 0.20)
C (-6.57, -5.06, 0.49)
C (-1.96, -0.16, 1.03)
C (-5.18, -3.26, 1.29)
C (5.24, 2.76, -0.68)
C (-1.79, -0.87, -1.22)
C (-3.84, -2.60, 1.40)
C (3.74, 0.86, -1.08)
C (5.88, 2.76, -1.93)
C (-0.47, 0.17, 1.08)
C (2.26, 0.68, -1.42)
C (1.71, 2.20, 0.28)
C (-5.32, -4.47, 0.63)
C (-0.30, -0.58, -1.26)
C (7.73, 4.01, -1.04)
C (-7.56, -3.23, 1.68)
C (0.05, 0.57, -0.31)
C (-6.31, -2.65, 1.82)
C (7.11, 3.37, -2.09)
H (8.68, 4.49, -1.17)
H (4.01, 0.10, -0.32)
H (-0.50, 1.47, -0.66)
H (1.12, 2.37, 1.18)
H (-2.01, -1.70, -1.90)
H (-6.66, -6.00, -0.02)
H (3.32, 3.43, 0.97)
H (-2.35, 0.02, -1.57)
H (1.98, 1.40, -2.21)
H (1.42, 2.96, -0.47)
H (-0.31, 0.97, 1.80)
H (0.24, -1.47, -0.95)
H (-4.45, -4.95, 0.22)
H (-0.03, -0.33, -2.28)
H (7.58, 3.36, -3.07)
H (-2.29, -0.45, 2.03)
H (5.43, 3.42, 1.36)
H (-3.80, -1.99, 2.31)
H (-4.30, -0.90, 0.14)
H (-3.05, -3.35, 1.46)
H (7.57, 4.52, 1.04)
H (2.13, -0.33, -1.80)
H (-8.43, -2.75, 2.10)
H (-2.53, 0.74, 0.74)
H (-8.66, -4.90, 0.92)
H (0.08, -0.71, 1.41)
H (5.41, 2.29, -2.77)
H (4.34, 0.69, -1.97)
H (-3.75, -2.34, -0.72)
H (-6.22, -1.70, 2.33)
H (3.46, 1.71, 1.44)

Löwdin population analysis, charges in e, atoms 1 to 2: N -0.108; N -0.178

9.
Entry from the Open Molecules 2025 dataset: 13 unconnected molecules or ions with the total composition C5H37NO13 at a distorted geometry (ωB97M-V/def2-TZVPD).

HOMO level, eV: -8.79
HOMO-LUMO gap, eV: 8.7
Spin multiplicity: 1

Positions of all 56 atoms, in Å:
O (-1.84, -3.58, 1.89)
O (3.82, 0.38, 1.53)
O (-3.00, -3.71, -0.93)
O (-1.99, 3.20, -0.68)
O (-3.02, 0.47, -1.54)
O (-2.36, -1.72, -3.11)
O (0.46, 4.68, 0.76)
O (-0.10, 1.93, 4.06)
O (2.87, -2.14, 2.05)
O (0.69, -3.29, 1.43)
O (-1.61, -1.78, 3.91)
O (-2.24, 2.69, 2.53)
O (1.31, 0.71, 2.10)
N (-0.03, -1.43, -3.09)
C (0.79, -0.31, -3.45)
C (2.38, 2.43, -1.36)
C (1.26, 0.28, -2.03)
C (-1.16, -1.96, -3.85)
C (2.33, 1.29, -2.36)
H (2.41, 2.16, -0.27)
H (3.23, -1.50, 2.70)
H (2.88, 0.50, 1.34)
H (-1.09, 2.98, -1.01)
H (1.45, -0.54, -1.34)
H (-1.45, -1.45, -4.79)
H (0.48, 0.78, -1.39)
H (3.29, 3.02, -1.57)
H (-2.39, -2.17, -2.23)
H (0.08, 1.79, 4.97)
H (-1.76, -4.20, 2.60)
H (-3.14, 2.37, 2.46)
H (-0.89, -3.41, 1.61)
H (3.32, -1.73, 1.31)
H (1.75, -0.60, -3.99)
H (0.98, -0.09, 2.49)
H (-2.98, -4.28, -0.14)
H (-2.48, -1.65, 4.29)
H (-2.47, 2.35, -0.71)
H (-1.79, -1.86, 2.97)
H (0.30, 0.39, -4.19)
H (0.90, 1.51, 2.51)
H (-0.41, 4.49, 1.11)
H (0.72, 4.27, -0.06)
H (-2.11, 3.00, 1.64)
H (-2.32, -0.13, -1.92)
H (-3.33, 0.11, -0.70)
H (-3.39, -2.87, -0.64)
H (1.07, -2.93, 2.26)
H (3.99, 1.29, 1.78)
H (3.35, 0.88, -2.49)
H (2.26, 1.81, -3.37)
H (-0.97, 2.25, 3.79)
H (-0.97, -3.09, -3.88)
H (1.60, 3.15, -1.32)
H (0.96, -2.65, 0.76)
H (0.33, -2.12, -2.44)

Löwdin population analysis, charges in e, atoms 1 to 2: O -0.096; O -0.077

10.
Entry from the Open Molecules 2025 dataset: a molecular structure, C30H34N3 at a distorted geometry (ωB97M-V/def2-TZVPD).

HOMO level, eV: -9.80
HOMO-LUMO gap, eV: 6.0
Spin multiplicity: 1
Total charge: +1

Positions of all 67 atoms, in Å:
N (1.07, -1.91, 2.95)
N (-4.69, 0.70, -3.43)
N (1.75, 2.98, 0.48)
C (1.06, -1.97, -0.69)
C (2.76, -2.06, 1.11)
C (4.22, 3.23, 0.20)
C (0.44, -1.73, 0.60)
C (-2.79, 1.64, -2.25)
C (-5.14, 0.06, -4.65)
C (-3.38, 0.62, -3.03)
C (1.35, -1.86, 1.63)
C (-0.67, 0.46, -2.23)
C (5.16, 1.61, -1.37)
C (3.88, 1.18, -1.76)
C (-0.29, -2.05, 3.41)
C (1.51, 4.00, 1.47)
C (-1.26, -0.57, -3.00)
C (2.12, -2.22, 3.93)
C (5.33, 2.61, -0.40)
C (0.77, 0.26, -1.81)
C (-5.68, 1.43, -2.67)
C (-2.80, -2.40, 4.58)
C (1.38, 1.32, -1.01)
C (2.56, -2.20, -0.40)
C (-1.43, 1.60, -1.96)
C (-1.00, -0.94, 3.89)
C (2.97, 2.75, -0.15)
C (-2.13, -3.50, 4.04)
C (-2.26, -1.11, 4.46)
C (-0.87, -3.33, 3.46)
C (2.77, 1.70, -1.09)
C (-2.57, -0.49, -3.42)
C (0.81, 2.10, 0.01)
H (-6.11, 2.24, -3.28)
H (3.24, -2.95, 1.54)
H (-3.77, -2.54, 5.07)
H (3.73, 0.47, -2.57)
H (3.41, -1.21, 1.38)
H (0.61, -2.77, -1.29)
H (6.04, 1.17, -1.83)
H (2.95, -1.50, 3.84)
H (-0.19, 2.08, 0.41)
H (-5.81, 0.74, -5.18)
H (-0.54, 0.05, 3.80)
H (-2.81, -0.25, 4.82)
H (-5.23, 1.86, -1.77)
H (0.96, -0.91, -1.32)
H (4.30, 4.05, 0.91)
H (1.07, 4.90, 1.03)
H (-3.38, 2.49, -1.92)
H (1.69, -2.14, 4.93)
H (6.33, 2.91, -0.09)
H (-3.01, -1.29, -4.02)
H (0.82, 3.62, 2.23)
H (1.38, 0.18, -2.74)
H (2.51, -3.24, 3.80)
H (-2.56, -4.49, 4.09)
H (3.18, -1.47, -0.93)
H (-0.98, 2.47, -1.50)
H (-0.66, -1.44, -3.26)
H (-0.32, -4.17, 3.04)
H (-4.28, -0.17, -5.29)
H (2.46, 4.28, 1.93)
H (2.85, -3.20, -0.75)
H (-6.51, 0.77, -2.36)
H (-5.68, -0.88, -4.45)
H (-0.63, -1.62, 0.76)

Löwdin population analysis, charges in e, atoms 1 to 2: N -0.071; N -0.203